[1]
Here is one molecule with the formula C19H15FN6O2S in a non-equilibrium geometry from the OMol25 dataset. Energies are from ωB97M-V/def2-TZVPD.

Last column: natural (NBO) charge in e.
Element x y z (Å)
O 2.287 -3.082 0.022  -0.624
O 2.398 1.525 0.679  -0.602
F -8.948 5.073 1.195  -0.324
N -2.671 2.480 0.514  -0.308
N -3.828 3.216 0.591  -0.118
N -3.440 1.224 -1.348  -0.461
S -0.958 0.618 -0.568  0.277
C 3.216 -2.350 0.288  0.644
C 1.396 0.844 0.723  0.634
C -2.509 1.522 -0.454  0.234
C -4.779 2.818 -0.238  0.063
C -4.582 1.886 -1.232  0.387
C -8.884 3.500 -0.702  -0.243
C 4.932 -4.167 0.045  -0.092
C 5.710 -1.960 0.440  -0.154
C -6.906 3.971 0.602  -0.224
C -8.149 2.645 -1.551  -0.238
C 6.227 -4.673 0.006  -0.238
C 7.026 -2.460 0.376  -0.223
C -8.261 4.176 0.402  0.377
C 4.635 -2.839 0.258  -0.181
C -6.204 3.197 -0.289  -0.088
C -6.786 2.507 -1.335  0.155
C 7.287 -3.805 0.170  0.005
N -5.774 1.759 -1.941  -0.538
N 2.931 -1.067 0.705  -0.453
N 1.595 -0.518 0.860  -0.448
C 0.010 1.390 0.778  -0.619
C 8.721 -4.323 0.155  -0.631
H -9.956 3.679 -0.902  0.236
H 4.091 -4.867 -0.086  0.229
H 5.524 -0.913 0.650  0.198
H -6.448 4.465 1.437  0.244
H -8.657 2.150 -2.380  0.228
H 6.417 -5.724 -0.157  0.216
H 7.828 -1.749 0.524  0.214
H -5.873 1.151 -2.718  0.422
H 3.729 -0.438 0.929  0.422
H 0.817 -1.143 0.663  0.423
H -0.444 1.182 1.802  0.262
H 0.021 2.479 0.650  0.276
H 8.751 -5.346 -0.265  0.216
H 9.375 -3.707 -0.472  0.222
H 9.135 -4.328 1.178  0.225

Computed properties:
**SMILES string**: Cc1ccc(C(=O)NNC(=O)CSc2nnc3c(n2)[nH]c2ccc(F)cc23)cc1
**LUMO level**: -0.6 eV
**Gap between HOMO and LUMO**: 8.408 eV
**E_HOMO**: -8.976 eV



[2]
Here is C18H28Cl2LuN3OP2 as an isolated structure in a non-equilibrium geometry from the OMol25 dataset. Energies are from ωB97M-V/def2-TZVPD.

Last column: Löwdin charge in e.
Element x y z (Å)
C 4.760 -2.695 0.463  0.058
C 3.427 -2.205 0.074  -0.087
H 5.107 -3.651 0.016  0.161
H 4.803 -2.725 1.566  0.135
H 5.455 -1.868 0.232  0.118
O 2.354 -2.444 -0.378  0.218
Cl 3.872 0.588 2.252  -0.062
Lu 1.990 0.103 0.778  0.735
P 0.491 -1.719 2.377  0.704
C -0.907 -2.829 1.960  -0.250
C 1.649 -2.940 3.110  -0.282
H 1.163 -3.446 3.957  0.067
H -0.229 -1.626 4.719  0.066
H 2.552 -2.419 3.457  0.039
H 0.573 -0.111 4.169  0.045
H -0.564 -3.588 1.247  0.052
H 1.943 -3.685 2.358  0.038
C -0.134 -0.905 3.896  -0.249
H -1.309 -3.331 2.853  0.073
H -1.106 -0.442 3.687  0.054
H -1.712 -2.255 1.483  0.028
P 3.017 0.847 -1.827  0.726
C 2.406 0.643 -3.552  -0.243
C 3.261 2.672 -1.766  -0.250
H 5.236 0.270 -1.056  0.028
H 5.291 1.019 -2.688  0.070
H 4.778 -0.690 -2.497  0.047
C 4.755 0.309 -2.043  -0.283
H 3.712 2.934 -0.803  0.051
H 3.907 2.994 -2.590  0.065
H 2.773 1.440 -4.213  0.074
H 1.311 0.652 -3.586  0.030
H 2.292 3.177 -1.830  0.053
H 2.735 -0.327 -3.945  0.054
Cl 1.269 2.287 1.742  -0.149
N -9.248 2.044 -0.131  0.186
C -8.102 1.865 -0.274  -0.154
C -6.687 1.632 -0.420  -0.213
C -5.943 1.194 0.683  0.003
C -4.577 0.914 0.566  0.006
C -3.943 1.142 -0.661  -0.179
C -4.675 1.584 -1.774  0.010
C -6.048 1.797 -1.650  0.004
N -2.532 1.015 -0.750  0.007
C -1.750 1.568 -1.771  0.004
C -0.435 1.305 -1.459  -0.145
N -0.379 0.573 -0.274  -0.093
C -1.657 0.417 0.125  -0.117
H -6.443 1.062 1.641  0.132
H -4.010 0.544 1.422  0.109
H -4.186 1.743 -2.730  0.110
H -6.627 2.096 -2.519  0.134
H -2.162 2.099 -2.597  0.117
H 0.447 1.550 -2.031  0.041
H -1.962 -0.177 0.983  0.105

Computed properties:
**LUMO level (alpha / beta)**: -10.9 / -10.9 eV
**Gap between HOMO and LUMO (alpha / beta)**: 2.793 / 2.787 eV
**E_HOMO (alpha / beta)**: -13.649 / -13.649 eV
**Charge**: +2



[3]
Here is C23H20BrCl2MoN3O2Se as an isolated structure from the OMol25 dataset. Energies are from ωB97M-V/def2-TZVPD.

Last column: natural (NBO) charge in e.
Element x y z (Å)
Mo 0.076 -0.161 -0.267  1.210
C -1.702 -1.005 1.161  -0.251
C -2.117 0.237 0.692  -0.218
C -2.164 0.180 -0.741  -0.271
C -1.870 -1.154 -1.133  -0.238
C -1.527 -1.872 0.024  -0.249
H -1.577 -1.294 2.194  0.281
H -2.367 1.097 1.295  0.282
H -2.544 0.952 -1.395  0.287
H -1.942 -1.549 -2.135  0.283
H -1.342 -2.933 0.072  0.268
C 4.219 -1.409 -1.108  -0.414
N 3.554 -2.689 -0.865  -0.304
C 3.970 -3.884 -1.401  -0.043
C 3.161 -4.848 -0.905  -0.025
N 2.259 -4.230 -0.074  -0.309
C 1.222 -4.929 0.689  -0.405
C 2.505 -2.909 -0.061  0.240
Se 1.624 -1.694 1.077  0.143
H 5.293 -1.578 -1.110  0.245
H 3.962 -0.719 -0.308  0.246
H 3.908 -1.010 -2.070  0.222
H 4.808 -3.946 -2.072  0.261
H 3.157 -5.912 -1.062  0.261
H 1.416 -5.995 0.611  0.245
H 0.242 -4.707 0.273  0.217
H 1.263 -4.628 1.732  0.244
Br 0.333 8.138 0.334  0.154
C 0.629 6.320 0.667  -0.042
C 1.504 5.943 1.680  -0.233
C 1.726 4.601 1.919  -0.107
C 1.069 3.640 1.146  -0.266
C 0.190 4.029 0.134  -0.090
C -0.032 5.370 -0.108  -0.260
C 1.366 2.243 1.445  0.823
O 2.112 1.747 2.215  -0.476
O 0.568 1.310 0.654  -0.634
H 2.003 6.696 2.273  0.253
H 2.399 4.288 2.705  0.249
H -0.319 3.290 -0.470  0.202
H -0.711 5.687 -0.886  0.245
Cl 0.474 -2.563 -3.524  0.050
C 1.398 -1.163 -3.926  -0.011
C 2.027 -1.091 -5.152  -0.231
C 2.802 0.026 -5.451  -0.114
C 2.968 1.058 -4.537  -0.219
C 2.340 0.980 -3.308  -0.015
Cl 2.552 2.240 -2.157  0.080
C 1.533 -0.125 -2.991  0.027
N 0.898 -0.179 -1.784  -0.367
H 1.914 -1.896 -5.863  0.259
H 3.288 0.089 -6.414  0.253
H 3.577 1.918 -4.773  0.260

Computed properties:
**LUMO level**: -7.7 eV
**Gap between HOMO and LUMO**: 5.994 eV
**E_HOMO**: -13.688 eV
**Charge**: +2



[4]
Here is an isolated ion of composition C2FO4 and charge -1 in a non-equilibrium geometry from the OMol25 dataset. Energies are from ωB97M-V/def2-TZVPD.

Last column: natural (NBO) charge in e.
Element x y z (Å)
C 1.163 -0.535 0.074  0.830
C -0.352 0.296 -0.534  0.648
O 1.694 0.183 0.806  -0.644
O 1.197 -1.637 -0.373  -0.682
O -1.477 0.517 0.126  -0.356
O -2.221 0.417 1.453  -0.474
F -0.358 0.735 -1.766  -0.322

Computed properties:
**LUMO level**: 4.2 eV
**Gap between HOMO and LUMO**: 8.938 eV
**E_HOMO**: -4.774 eV
**Charge**: -1



no.,M (g mol⁻¹),total energy (eV)
1,410.4,-46533.676
2,610.3,-102867.530
3,696.1,-195016.684
4,107.0,-12977.684